(1)
DFT (wB97M-V/def2-TZVPD) results for C3H13N4 as an isolated structure.

```
! RIJCOSX wB97M-V def2-TZVPD def2/J DEFGRID3
* xyz 1 1
C 1.41631 1.80089 0.42861
C 1.06084 -1.99060 0.51331
C -1.71904 0.26153 -0.64155
N -1.90745 0.52894 0.74637
N 1.73524 0.54938 -0.24231
N -0.60112 -0.81998 -0.75702
N 0.46894 -0.72376 0.08915
H 1.22724 2.66497 -0.20444
H 0.52466 1.70814 0.92720
H 2.17006 2.22059 1.15935
H 1.14133 -2.64458 -0.31044
H 2.13748 -1.65537 0.84466
H 0.40553 -2.37984 1.30079
H -2.52322 -0.37636 -1.09600
H -1.57648 1.06742 -1.26567
H -2.67867 0.13273 1.26396
H -2.00792 1.49728 0.90790
H 1.68007 0.65750 -1.24449
H -0.33510 -0.70459 -1.72478
H -0.00771 -0.23329 0.91296
*
```

## Properties
- Frontier orbital gap: 0.3645 Ha

=====

(2)
DFT (wB97M-V/def2-TZVPD) results for a 2-piece molecular cluster, C3H13N4 overall.

```
! RIJCOSX wB97M-V def2-TZVPD def2/J DEFGRID3
* xyz 1 1
C -0.35067 0.92383 -1.71529
C 0.98236 -1.27756 0.89420
C -1.03452 -1.68773 -0.46508
N 0.39765 2.00542 1.39600
N 0.61503 0.23236 -0.76646
N -0.55254 1.25378 1.82667
N 0.01362 -0.74875 0.00078
H -0.59293 0.33196 -2.62764
H -1.36488 1.17945 -1.20286
H 0.13823 1.92664 -1.96335
H 0.45317 -1.37569 1.88975
H 1.50071 -2.15040 0.62749
H 1.70513 -0.59926 1.06065
H -0.83114 -2.13758 -1.38809
H -0.98948 -2.40388 0.29594
H -1.92904 -1.17097 -0.37832
H 1.12329 2.10128 2.12191
H 0.54008 2.33368 0.37607
H 1.50176 0.10085 -1.11922
H -1.32583 1.16256 1.13684
*
```

## Properties
- Frontier orbital gap (alpha / beta): 0.2918 / 0.2233 Ha

=====

(3)
DFT (wB97M-V/def2-TZVPD) results for a 2-piece molecular cluster, C3H13N4 overall.

```
! RIJCOSX wB97M-V def2-TZVPD def2/J DEFGRID3
* xyz 1 1
C 2.27117 0.00844 -0.27199
C -2.09317 -0.09664 1.17363
C 1.01180 -0.22405 -1.00530
N 1.85924 0.16360 1.15471
N -2.64831 0.76347 0.09975
N 0.24064 0.78292 -0.69767
N 0.71217 -1.12549 -1.90224
H 2.85434 0.89003 -0.54249
H 3.03482 -0.82691 -0.45119
H -1.91679 0.48946 2.00061
H -1.16021 -0.56636 0.90555
H 2.73649 0.39030 1.58817
H 0.51611 1.27961 0.08251
H -3.34565 0.28520 -0.49995
H -0.24345 -1.29457 -2.28625
H -3.08362 1.67398 0.38082
H -0.79336 0.79614 -0.96098
H -2.91342 -0.76311 1.60839
H 1.35075 -1.95299 -2.00693
H 1.61044 -0.67303 1.63085
*
```

## Properties
- Frontier orbital gap: 0.3627 Ha

=====

Most stable structure, least stable structure: (3), (2).

=====

(1)
DFT (wB97M-V/def2-TZVPD) results for a 6-piece molecular cluster, C24H60O6 overall.

```
! RIJCOSX wB97M-V def2-TZVPD def2/J DEFGRID3
* xyz 0 1
C 2.13057 -0.21807 -0.13096
C 3.27899 -1.31156 0.00126
O 4.08894 -1.32560 -1.10580
C 5.10555 -2.28181 -1.07785
C 5.95024 -2.29686 -2.27322
H 1.73662 -0.46745 -1.19572
H 2.53910 0.69952 -0.40048
H 1.33790 -0.36103 0.56453
H 2.89023 -2.28847 0.03240
H 3.82081 -1.18741 0.91443
H 4.65942 -3.34523 -0.83047
H 5.59417 -1.98734 -0.20771
H 6.73291 -1.28741 -2.38530
H 5.27742 -2.51401 -3.17376
H 6.60166 -3.03754 -2.02660
C 2.04157 -4.09654 2.30513
C 1.17868 -2.95387 2.77492
O 2.14946 -1.92079 3.20914
C 1.56438 -0.83582 3.64875
C 2.52016 0.24141 3.89490
H 1.50775 -5.10793 2.36966
H 2.77641 -4.17628 2.82650
H 2.21508 -3.93565 1.16961
H 0.59368 -3.27303 3.63692
H 0.59055 -2.78290 1.97229
H 0.96780 -1.28276 4.50756
H 0.96590 -0.35760 2.90739
H 2.13391 1.20386 4.18920
H 3.16195 0.52718 3.13776
H 3.11210 0.04182 4.78734
C -0.13697 4.58854 -2.91849
C -0.35527 3.57782 -1.80196
O -1.60489 2.91959 -2.16404
C -2.27222 2.18879 -1.12462
C -3.47486 1.55856 -1.49485
H 0.63821 5.17235 -2.40319
H -1.05628 5.14109 -3.26552
H 0.43088 4.14467 -3.64284
H -0.57545 4.05669 -0.82081
H 0.25976 2.78484 -1.59348
H -2.33945 2.89337 -0.35678
H -1.59227 1.44864 -0.78820
H -4.13605 2.27944 -1.84412
H -3.78001 0.94004 -0.65475
H -3.30694 1.21782 -2.47485
C -2.46098 -4.13402 -4.46867
C -1.43464 -2.97094 -4.28457
O -0.27944 -3.53116 -3.81930
C 0.80328 -2.67585 -3.76483
C 1.69097 -3.31653 -2.81172
H -3.45391 -3.91363 -4.77180
H -2.60993 -4.48399 -3.54864
H -2.20498 -4.73247 -5.14366
H -1.75183 -2.29161 -3.71098
H -1.46967 -2.27265 -5.06839
H 0.55497 -1.65095 -3.57846
H 1.30468 -2.67211 -4.73786
H 2.71386 -3.02155 -2.61960
H 1.91011 -4.23498 -3.21637
H 1.34227 -3.45777 -1.82281
C -2.77904 3.69800 4.04066
C -2.78563 4.29526 2.59315
O -1.68936 5.18060 2.43613
C -1.89460 6.00415 1.24917
C -0.59893 6.71170 1.00082
H -3.61619 3.13142 4.40298
H -2.87863 4.43134 4.73174
H -1.65047 3.21860 3.96120
H -3.62873 4.95484 2.57890
H -3.07220 3.33273 1.79293
H -2.74392 6.59484 1.54834
H -2.25064 5.55969 0.37465
H -0.18316 7.21688 1.88884
H -0.67291 7.21053 -0.01423
H 0.06857 5.91899 0.75441
C -2.42463 -0.06151 3.11349
C -2.82965 -1.21358 2.09825
O -1.64792 -1.25008 1.33490
C -1.91639 -2.11598 0.19734
C -0.84469 -2.27203 -0.72307
H -3.43342 0.16674 3.71156
H -2.22179 0.71319 2.49855
H -1.71994 -0.28121 3.80240
H -3.56800 -0.82917 1.46608
H -3.00839 -2.11877 2.61567
H -2.87323 -1.83777 -0.32824
H -2.10513 -3.14161 0.48633
H -0.51184 -1.44027 -1.06735
H -1.01380 -2.86113 -1.59888
H -0.08221 -2.54926 -0.27238
*
```

## Properties
- Frontier orbital gap: 0.3736 Ha
- Structure (SMILES): CCOCC.CCOCC.CCOCC.CCOCC.CCOCC.CCOCC

=====

(2)
DFT (wB97M-V/def2-TZVPD) results for C24H60O6 as an isolated structure.

```
! RIJCOSX wB97M-V def2-TZVPD def2/J DEFGRID3
* xyz 0 1
C 0.88473 -5.74089 0.88256
C 1.34473 -4.59289 0.08656
O 1.11973 -3.30789 0.68656
C 1.63073 -2.26989 -0.00044
C 1.48073 -1.02989 0.70556
H 0.03173 -5.64189 1.30756
H 1.39573 -5.74389 1.91756
H 0.93173 -6.84489 0.49856
H 1.11973 -4.57089 -0.90744
H 2.51873 -4.84989 0.02756
H 0.99073 -2.22089 -1.00744
H 2.52073 -2.45189 -0.52644
H 1.93773 -1.15389 1.63656
H 0.41273 -0.91989 1.13656
H 1.67873 0.18811 0.15156
C -1.13427 -1.84989 3.14456
C -2.11427 -2.09989 4.22356
O -3.45627 -2.10289 3.68656
C -4.46127 -2.40289 4.61856
C -5.65627 -2.10989 3.82256
H -1.30027 -0.93789 2.61256
H -1.37527 -2.53889 2.40656
H -0.01527 -1.88589 3.38256
H -1.99427 -1.14289 4.75856
H -2.07427 -3.04589 4.77956
H -4.48527 -1.62989 5.35756
H -4.41727 -3.45989 4.98856
H -6.58527 -2.28489 4.14956
H -5.58827 -2.77889 2.99656
H -5.40127 -1.12289 3.39556
C -1.44227 4.40711 0.84356
C -0.82927 5.53111 1.78156
O 0.47873 5.32811 2.19956
C 0.98373 6.51111 2.85656
C 2.08173 5.99811 3.43256
H -1.38427 3.45211 1.60256
H -0.82327 4.31011 -0.02044
H -2.51027 4.24111 0.70656
H -1.59227 5.91011 2.37256
H -0.75727 6.32111 1.12856
H 0.07873 6.71011 3.52056
H 0.96573 7.35111 2.24956
H 2.73573 5.64511 2.75256
H 1.97373 5.24611 4.15056
H 2.68973 6.72811 4.18956
C 2.43073 -1.51789 -5.20044
C 1.53773 -1.77489 -3.92944
O 0.47973 -2.61189 -4.54744
C -0.71727 -2.62189 -3.62144
C -1.81727 -3.51989 -4.25544
H 2.51773 -2.30689 -5.86144
H 3.36673 -1.18189 -5.11044
H 2.16773 -0.81389 -5.90544
H 0.98773 -0.92089 -3.68844
H 2.13673 -2.10489 -3.05244
H -1.08627 -1.48589 -3.65844
H -0.37227 -2.99489 -2.74944
H -1.31827 -4.50389 -4.33744
H -2.01827 -2.88689 -5.21644
H -2.69727 -3.36289 -3.54444
C -2.43827 -1.85189 -0.15044
C -2.51927 -0.36989 -0.19944
O -1.70027 -0.06989 -1.21844
C -1.57227 1.28911 -1.50344
C -0.87127 1.45111 -2.69944
H -1.35227 -2.20589 -0.14944
H -3.04327 -2.44589 -0.86644
H -2.72927 -2.28889 0.83156
H -2.11527 -0.08489 0.77956
H -3.54327 -0.23689 -0.48944
H -1.24827 1.95311 -0.77644
H -2.55527 1.65211 -1.48744
H -1.05827 2.44211 -3.18644
H -1.21927 0.78011 -3.40144
H 0.20473 1.25211 -2.71044
C 4.17873 0.03711 -1.80044
C 4.34173 1.53911 -1.45844
O 3.02973 1.85311 -0.90744
C 3.07173 3.27711 -0.59444
C 1.71773 3.58711 -0.56544
H 3.40973 -0.19089 -2.67044
H 3.79773 -0.43589 -0.71644
H 5.17373 -0.27989 -2.28244
H 4.62073 2.20011 -2.34044
H 5.08673 1.78211 -0.67944
H 3.69473 4.00411 -1.36144
H 3.47573 3.46811 0.28156
H 1.56273 4.70911 -0.44344
H 1.32173 3.22711 0.29656
H 1.09073 3.42011 -1.53644
*
```

## Properties
- Frontier orbital gap: 0.3650 Ha

=====

Most stable structure, least stable structure: (1), (2).

=====

(1)
DFT (wB97M-V/def2-TZVPD) results for a 2-piece molecular cluster, CH3IO2P overall.

```
! RIJCOSX wB97M-V def2-TZVPD def2/J DEFGRID3
* xyz -1 1
C 0.01393 0.16932 -0.05662
O 2.56775 2.30682 0.90679
O 2.83908 1.83416 -1.65760
P 2.51466 1.39537 -0.25131
I 3.97450 -0.61915 0.16504
H -0.22595 0.92824 -0.89500
H 0.25302 -0.79584 -0.48721
H -0.28055 0.26106 0.97122
*
```

## Properties
- Frontier orbital gap (alpha / beta): 0.2460 / 0.2646 Ha

=====

(2)
DFT (wB97M-V/def2-TZVPD) results for CH3IO2P as an isolated structure.

```
! RIJCOSX wB97M-V def2-TZVPD def2/J DEFGRID3
* xyz -1 1
C -0.61675 -0.24699 -0.04631
O -1.43432 -1.48026 0.27452
O 1.24472 2.13406 -0.62979
P 1.28082 1.22120 0.51787
I 3.00291 -0.55810 -0.05294
H -0.24422 -0.42367 -1.05499
H -1.92455 -1.25545 1.06983
H -1.30861 0.60920 -0.07819
*
```

## Properties
- Frontier orbital gap: 0.2401 Ha

=====

Most stable structure, least stable structure: (1), (2).

=====

(1)
DFT (wB97M-V/def2-TZVPD) results for a 4-piece molecular cluster, C3H11O2S overall.

```
! RIJCOSX wB97M-V def2-TZVPD def2/J DEFGRID3
* xyz -1 1
C 1.12407 -1.11766 -0.33543
C 0.54497 0.05605 0.46939
C 1.49890 1.20395 0.43626
S 1.32535 2.23564 -1.00633
H 0.42561 -1.97043 -0.28912
H 1.01759 -0.85278 -1.38288
H 2.16258 -1.35835 -0.21256
H 0.26062 -0.30362 1.45475
H -0.39912 0.32423 -0.13255
H 1.40103 1.76857 1.41635
H 2.57541 0.98217 0.55853
H -0.80504 0.54475 -0.95152
H -2.17759 -2.21391 -0.69647
O -1.72309 -1.57872 -0.13629
H -2.00473 1.47288 0.19097
H -2.47444 -0.08950 0.26711
O -2.75212 0.89673 0.34981
*
```

## Properties
- Frontier orbital gap: 0.2313 Ha

=====

(2)
DFT (wB97M-V/def2-TZVPD) results for C3H11O2S as an isolated structure.

```
! RIJCOSX wB97M-V def2-TZVPD def2/J DEFGRID3
* xyz -1 1
C 0.07122 -1.22098 1.05394
C 0.06331 0.22536 0.67668
C 1.36562 0.92521 0.56892
S 2.31787 0.34172 -0.84100
H -0.89400 -1.70097 0.82873
H 0.84294 -1.74506 0.49174
H 0.30446 -1.33021 2.11564
H -0.75152 0.78727 1.12184
H -0.11842 0.21244 -0.54806
H 1.20501 1.98250 0.46066
H 1.87490 0.74520 1.51724
H -0.11467 0.44978 -1.31759
H -1.60076 -1.16616 -1.18370
O -2.49538 -1.31214 -0.84170
H -3.48823 1.29640 -0.32298
H -2.76766 -0.26574 -0.26155
O -2.95797 0.80241 0.30712
*
```

## Properties
- Frontier orbital gap: 0.2431 Ha

=====

Most stable structure, least stable structure: (2), (1).

=====

(1)
DFT (wB97M-V/def2-TZVPD) results for C2H2O2 as an isolated structure.

```
! RIJCOSX wB97M-V def2-TZVPD def2/J DEFGRID3
* xyz 0 1
C 1.96029 -0.39275 0.39890
C 0.47190 0.66198 0.01993
O -1.84540 -0.55969 0.25899
O -0.66724 0.75004 0.13409
H 2.61177 -0.24505 -0.41932
H -2.53132 -0.21452 -0.39259
*
```

## Properties
- Frontier orbital gap (alpha / beta): 0.2785 / 0.3314 Ha

=====

(2)
DFT (wB97M-V/def2-TZVPD) results for a 2-piece molecular cluster, C2H2O2 overall.

```
! RIJCOSX wB97M-V def2-TZVPD def2/J DEFGRID3
* xyz 0 1
C -0.03190 0.33271 0.65477
C 0.03728 -0.35986 -0.65493
O 0.54926 0.45093 2.58702
O -0.69460 0.86644 -0.27165
H 0.80568 -0.08426 -1.53614
H -0.66572 -1.20597 -0.77907
*
```

## Properties
- Frontier orbital gap (alpha / beta): 0.3534 / 0.3499 Ha

=====

Most stable structure, least stable structure: (2), (1).